# 1
Here is a structure of composition C31H58BrFO16V in a non-equilibrium geometry from the OMol25 dataset. Energies are from ωB97M-V/def2-TZVPD.

Net charge: -1
Kohn-Sham gap (spin up / spin down) (eV): 3.12 / 3.25
Multiplicity: 3
Molecular weight (u): 836.6
Maximum force (eV/Å): 5.705
HOMO energy (spin up / spin down) (eV): -2.07 / -2.07

```
108
Properties=species:S:1:pos:R:3:forces:R:3:mulliken_charge:R:1
V 9.4325 -5.3850 -4.9674 -0.6 0.8 -0.3 1.058
C 12.4475 -4.0077 -2.2686 0.2 0.9 0.7 -1.212
C 11.7070 -5.3195 -2.3387 0.7 0.0 -0.8 0.103
O 10.8564 -5.2986 -3.4250 -2.1 -0.6 -1.5 -0.257
H 11.7670 -3.2840 -1.8199 0.0 0.3 0.0 0.280
H 12.7937 -3.5774 -3.2084 -0.2 -0.5 -0.3 0.095
H 13.3293 -4.0488 -1.6293 0.0 -0.2 0.2 0.423
H 11.2644 -5.4871 -1.3568 -0.9 0.1 0.1 0.312
H 12.4493 -6.1176 -2.3531 0.3 -0.5 -0.6 -0.217
C 8.2808 -4.8387 -9.9558 -0.4 0.4 1.0 -0.130
C 6.9438 -5.2458 -10.6242 -2.4 0.0 0.7 -0.499
O 5.6726 -4.8159 -10.1559 2.2 0.1 0.1 -0.934
H 8.3368 -3.7775 -9.7136 0.1 0.3 -0.3 0.258
H 9.1880 -5.1774 -10.4562 0.1 0.2 -0.8 -0.047
H 8.3914 -5.3270 -8.9876 -0.4 -0.1 0.3 -0.012
H 6.9878 -6.3257 -10.4826 0.1 -1.1 -0.3 0.033
H 6.9244 -5.0736 -11.7003 0.8 0.2 -0.6 0.297
F 7.8688 -4.9010 -6.3167 2.3 -0.8 2.3 -0.693
Br 10.7164 -6.8763 -6.5991 -0.1 0.1 0.4 0.017
C 11.5834 -8.7876 -10.8413 -1.3 1.0 1.0 -1.283
C 11.5523 -7.2106 -11.0505 1.7 -2.4 1.3 0.819
C 12.4614 -6.4932 -9.9843 -3.6 0.3 -0.2 0.371
O 13.2322 -5.6456 -10.7863 1.5 0.0 -0.3 -0.366
C 13.2410 -6.0739 -12.0638 0.9 -1.0 -0.7 0.501
O 14.0307 -5.7120 -12.8948 -1.2 -0.1 0.6 -0.574
O 12.3285 -7.0935 -12.2160 1.1 2.1 -1.3 -0.382
H 11.4213 -9.3946 -11.7321 -0.2 0.5 -0.1 0.419
H 10.8261 -9.0315 -10.0962 -0.3 -0.2 -0.1 0.211
H 12.5015 -9.1448 -10.3749 0.4 0.5 -0.2 0.254
H 10.6152 -6.6573 -11.1111 -0.3 -0.7 -0.3 0.160
H 12.8492 -7.2297 -9.2806 1.2 0.4 -0.3 -0.168
H 11.8090 -5.7961 -9.4585 0.1 -0.4 0.6 -0.064
C 10.5879 -9.3387 -2.9846 1.2 -0.8 -0.1 -0.668
C 11.8898 -10.1290 -2.8338 -0.2 0.5 1.9 -0.029
C 12.9671 -10.2076 -3.8835 0.7 0.8 0.1 0.215
O 14.1550 -9.7044 -3.1467 -0.7 -1.4 -2.2 -0.295
C 13.7798 -9.3392 -1.9130 5.4 1.9 0.0 0.514
O 14.5516 -8.8132 -1.1548 0.2 -0.2 0.1 -0.654
O 12.5884 -9.5414 -1.6888 -5.5 -0.8 0.9 -0.372
H 10.7615 -8.3054 -3.2849 0.1 -0.1 -0.6 -0.061
H 10.1360 -9.2325 -1.9983 -0.3 -0.6 -0.1 0.415
H 10.0402 -9.9495 -3.7022 -0.8 0.6 0.0 0.142
H 11.8024 -11.1584 -2.4863 -1.1 0.0 -0.1 0.410
H 12.8428 -9.6100 -4.7865 -0.1 0.2 0.2 -0.095
H 12.9888 -11.2655 -4.1453 1.0 0.1 -0.2 0.324
C 14.4007 -9.8518 -7.7706 0.9 -0.3 0.1 -0.771
C 15.7559 -9.8446 -7.1032 -0.3 -0.2 0.1 0.653
C 15.9904 -10.7808 -5.8848 -2.1 1.6 -0.8 -0.034
O 17.1781 -11.4210 -6.1744 1.9 -0.2 0.6 -0.377
C 17.7085 -11.0542 -7.3617 -0.7 -1.4 -3.0 0.516
O 18.6367 -11.6080 -7.9256 -1.6 1.8 1.8 -0.552
O 16.8050 -10.2074 -8.0370 0.9 -0.4 1.8 -0.442
H 14.2323 -10.8210 -8.2400 -0.3 0.1 -0.1 0.447
H 14.4620 -9.0328 -8.4872 -0.5 -0.2 -0.2 0.115
H 13.6674 -9.6251 -6.9966 -0.3 0.0 -0.2 0.149
H 15.8290 -8.8174 -6.7459 1.0 0.1 -0.2 -0.096
H 15.1948 -11.4949 -5.6721 0.0 -0.4 -0.5 0.084
H 15.9030 -10.0757 -5.0582 1.2 -0.5 0.7 0.259
C 11.4613 -1.5457 -5.0948 -0.8 -0.3 0.3 -1.160
C 10.7341 -2.4710 -6.0524 -0.3 -0.2 -1.4 1.012
O 10.3473 -3.6086 -5.8333 0.2 0.4 0.9 -0.367
C 10.5029 -1.9154 -7.4486 -0.2 0.7 0.7 -1.016
H 11.2183 -0.5044 -5.3066 -0.1 -0.1 -0.1 0.481
H 12.5389 -1.6237 -5.2395 0.0 -0.3 0.2 0.239
H 11.1409 -1.7711 -4.0777 0.5 -0.1 0.1 0.179
H 10.5793 -0.8296 -7.3897 0.4 0.0 -0.3 0.420
H 9.4872 -2.0949 -7.8009 0.1 -0.6 0.0 0.282
H 11.2388 -2.3296 -8.1379 -0.1 0.0 -0.1 0.232
C 10.1693 -11.1665 -6.7655 -1.3 -0.7 0.0 -1.121
C 8.7054 -10.7074 -7.1556 -1.0 0.3 1.0 0.816
O 7.7664 -10.6156 -6.3622 2.0 -0.5 -0.4 -0.626
C 8.4101 -10.4268 -8.6206 1.1 0.4 1.2 -0.733
H 10.3158 -11.3886 -5.7085 -0.4 0.7 0.2 0.273
H 11.0297 -10.6246 -7.1580 -0.4 0.4 -0.2 0.198
H 10.2317 -12.1764 -7.1710 0.0 -0.2 -0.5 0.500
H 7.5656 -11.0182 -8.9744 0.5 -0.3 -0.2 0.342
H 9.4025 -10.5099 -9.0635 -0.6 -0.2 -1.1 0.169
H 8.0770 -9.3900 -8.6675 0.1 0.2 -0.1 0.221
C 14.8141 -6.6337 -4.4919 -1.2 -0.2 -0.6 0.144
C 15.2086 -5.9324 -5.7549 1.9 0.4 -1.4 0.434
O 16.2791 -6.1041 -6.3260 -0.4 -0.6 0.8 -0.651
C 14.2922 -4.9278 -6.3503 -1.3 1.1 0.1 -0.761
H 13.7251 -6.5973 -4.5194 -0.2 -0.2 0.4 -0.173
H 15.1253 -6.1448 -3.5687 0.3 -0.1 -0.1 0.428
H 15.0899 -7.6864 -4.5549 0.4 0.2 0.3 -0.225
H 13.2486 -5.1117 -6.0948 -0.1 0.1 0.1 0.026
H 14.3435 -4.6954 -7.4140 0.4 -0.9 -0.2 0.422
H 14.5858 -3.9527 -5.9617 -0.1 0.1 0.6 0.297
C 6.4440 -8.0662 -5.4903 -0.4 0.3 -0.5 -0.887
C 7.3642 -7.9791 -4.3373 1.2 4.2 -0.2 1.035
O 8.2788 -7.0617 -4.2588 -2.2 -2.9 -0.2 -0.214
C 7.0589 -8.8098 -3.1584 2.1 -0.3 1.0 -1.210
H 6.1442 -7.0525 -5.7561 0.2 0.2 -0.2 0.323
H 5.5395 -8.6271 -5.2552 0.2 -0.2 0.2 0.421
H 6.8676 -8.5191 -6.3866 0.3 0.1 0.2 -0.020
H 7.3535 -9.8070 -3.4855 -0.6 -0.5 0.1 0.318
H 6.0987 -8.7769 -2.6434 -0.2 0.1 -0.8 0.385
H 7.8178 -8.5467 -2.4215 -0.1 0.0 0.3 0.253
C 7.1158 -2.1296 -4.0363 1.2 1.0 0.2 -1.128
C 7.6293 -3.1758 -3.1001 -0.4 -4.2 -2.0 0.801
O 8.2330 -4.2027 -3.5593 -1.0 3.3 1.8 -0.664
C 6.9908 -3.2767 -1.7331 -0.1 0.8 -0.2 -1.258
H 6.0381 -2.1917 -4.1870 0.0 -0.7 -0.2 0.355
H 7.7088 -2.1370 -4.9509 -0.5 -0.2 -0.2 0.157
H 7.1848 -1.1359 -3.5936 0.3 0.1 0.2 0.449
H 7.7284 -3.3194 -0.9318 -0.1 -0.4 0.0 0.309
H 6.2851 -4.1071 -1.7572 0.5 -0.4 0.1 0.311
H 6.3345 -2.4230 -1.5642 0.3 0.3 0.1 0.412
```
Positions in Å, forces in eV/Å.

---

# 2
Here is a structure of composition C31H60AsCoN11O5 from the OMol25 dataset. Energies are from ωB97M-V/def2-TZVPD.

Net charge: 0
Kohn-Sham gap (spin up / spin down) (eV): 7.25 / 7.25
ΔE to the lowest compared entry with this formula, charge and spin (eV): 0.000
Multiplicity: 4
Molecular weight (u): 800.7
Maximum force (eV/Å): 0.388
HOMO energy (spin up / spin down) (eV): -7.25 / -7.25

```
109
Properties=species:S:1:pos:R:3:forces:R:3:mulliken_charge:R:1
Co -0.7387 -0.3228 -0.6243 0.1 0.1 -0.2 2.052
C 1.0417 -3.1416 -2.9134 -0.1 0.0 0.1 -1.455
N 1.7787 -1.8928 -2.7592 -0.1 0.0 -0.3 1.273
C 3.2161 -2.0636 -2.7955 0.0 -0.1 0.1 -1.163
C 1.2170 -0.7463 -3.3203 0.1 0.0 0.2 -1.412
N 0.2302 -0.1570 -2.7359 -0.3 -0.2 0.1 1.018
C -0.6296 0.6664 -3.5860 0.1 0.1 0.0 -1.103
C -1.8944 1.1080 -2.8541 0.0 0.0 0.0 -1.885
N -1.6914 1.4919 -1.4398 0.0 0.1 0.0 1.015
C -1.1050 2.8452 -1.2830 -0.1 0.0 0.1 -1.005
C 0.2954 3.1442 -1.7946 0.1 -0.1 0.0 -1.565
N 1.3414 2.4248 -1.1128 0.0 0.1 -0.1 0.208
C 2.2445 3.0536 -0.4671 0.0 0.0 0.0 0.177
N 3.4057 2.3727 -0.1119 0.0 0.1 0.0 0.163
C 3.8470 2.4705 1.2684 0.0 0.0 0.0 -0.870
C 3.5273 1.0397 -0.6715 0.0 -0.1 0.0 -0.794
N 2.2127 4.4006 -0.0973 0.0 0.0 0.0 0.518
C 3.3780 5.2518 -0.1678 0.0 0.0 0.0 -1.192
C 1.0806 4.9427 0.6161 0.0 0.0 0.0 -0.973
C -3.0171 1.5618 -0.7755 0.0 0.0 0.0 -1.620
C -2.9008 1.3779 0.7281 0.0 0.0 -0.2 -0.533
N -2.6206 -0.0227 0.9922 -0.2 -0.2 -0.1 0.519
C -3.2660 -0.5668 1.9775 0.0 0.2 0.0 -0.827
N -3.6955 0.1600 3.0796 -0.1 0.1 0.1 0.490
C -4.9896 -0.0630 3.6908 0.0 0.0 0.0 -1.278
C -2.9616 1.2963 3.5777 0.0 0.0 0.0 -0.326
N -3.5598 -1.8959 2.0392 0.1 0.0 0.0 0.953
C -3.5470 -2.6572 3.2732 -0.1 0.0 0.0 -1.212
C -4.0287 -2.6412 0.8874 0.0 0.0 -0.1 -1.050
N 1.7561 -0.2819 -4.5037 0.2 0.1 0.1 0.456
C 2.3303 -1.1806 -5.4836 0.0 0.0 -0.1 -1.109
C 2.1172 1.1142 -4.6511 0.0 0.0 0.0 -1.138
H 1.3937 -3.6977 -3.7928 0.0 0.0 0.0 0.487
H -0.0191 -2.9374 -3.0355 0.0 0.0 0.0 0.426
H 1.1794 -3.7806 -2.0409 0.0 0.0 0.0 0.288
H 3.5168 -2.6418 -1.9181 0.0 0.0 0.0 0.219
H 3.7137 -1.0964 -2.7501 0.0 0.0 0.0 0.328
H 3.5730 -2.6063 -3.6793 0.0 0.0 0.0 0.374
H -0.9476 0.0732 -4.4508 0.0 0.0 0.0 0.685
H -0.1185 1.5327 -4.0014 0.0 0.0 0.0 0.267
H -2.5815 0.2661 -2.8419 0.0 0.0 0.0 0.738
H -2.3661 1.9377 -3.3997 0.0 0.0 0.0 0.358
H -1.1272 3.0575 -0.2143 0.0 0.1 0.0 0.124
H -1.7866 3.5597 -1.7695 0.0 0.0 0.0 0.264
H 0.4131 4.2330 -1.7481 0.0 0.0 0.1 0.783
H 0.3549 2.8907 -2.8518 0.0 0.1 0.0 0.126
H 3.7274 3.4810 1.6440 0.0 0.1 0.0 0.293
H 4.9019 2.2024 1.3391 0.0 0.0 0.0 0.352
H 3.2790 1.7996 1.9260 0.0 0.0 0.0 0.016
H 3.4088 1.0916 -1.7511 0.0 0.0 0.0 0.272
H 2.7530 0.3606 -0.2953 0.0 0.0 0.0 0.003
H 4.5185 0.6499 -0.4344 0.0 0.0 0.0 0.319
H 4.1782 4.7396 -0.6958 0.0 0.0 0.0 0.332
H 3.7435 5.5399 0.8262 0.0 0.0 0.0 0.360
H 3.1381 6.1724 -0.7079 0.0 0.0 0.0 0.357
H 0.3755 4.1477 0.8485 0.0 0.0 0.0 0.128
H 0.5552 5.7203 0.0511 0.0 0.0 0.0 0.262
H 1.4121 5.3869 1.5628 0.0 0.0 0.0 0.322
H -3.6436 0.7626 -1.1701 0.0 0.0 0.0 0.392
H -3.4938 2.5215 -1.0165 0.0 0.0 0.0 0.344
H -3.8401 1.7046 1.1902 0.0 0.0 0.0 0.703
H -2.1046 2.0257 1.1139 0.0 0.0 0.0 0.069
H -5.5149 -0.8584 3.1700 0.0 0.0 0.0 0.381
H -5.5939 0.8477 3.6295 0.0 0.0 0.0 0.365
H -4.8965 -0.3391 4.7460 0.0 0.0 0.0 0.351
H -2.0086 1.3709 3.0580 -0.1 0.0 0.1 -0.817
H -2.7724 1.1801 4.6509 0.0 0.0 0.0 0.406
H -3.5022 2.2384 3.4322 0.0 0.0 0.0 0.465
H -3.1652 -2.0554 4.0947 0.0 0.0 0.0 0.430
H -2.9068 -3.5351 3.1526 0.0 0.0 0.0 0.273
H -4.5507 -3.0076 3.5362 0.0 0.0 0.0 0.383
H -3.9990 -2.0155 0.0026 0.0 0.0 -0.1 0.193
H -5.0552 -2.9776 1.0742 0.0 0.0 0.0 0.371
H -3.4220 -3.5275 0.7188 0.1 0.0 -0.1 0.213
H 1.8899 -2.1708 -5.3949 0.0 0.0 0.0 0.259
H 3.4189 -1.2616 -5.4014 0.0 0.0 0.0 0.351
H 2.0972 -0.8049 -6.4820 0.0 0.0 0.0 0.405
H 2.0181 1.6242 -3.6927 0.0 0.0 0.0 0.170
H 1.5097 1.6338 -5.3989 0.0 0.0 0.0 0.269
H 3.1649 1.1829 -4.9592 0.0 0.0 0.0 0.391
O 1.6264 -6.2221 2.2918 0.0 0.0 0.0 -0.726
C 0.4689 -5.9061 1.9688 0.0 0.0 0.1 0.270
O -0.6375 -6.3793 2.2790 0.0 0.0 0.0 -0.713
C 0.3713 -4.6484 1.0777 0.0 0.1 -0.1 -0.152
C 1.3949 -3.7025 1.0943 0.0 0.0 0.0 -1.667
C 1.1906 -2.4812 0.4874 0.0 0.0 0.0 -0.705
N 0.0627 -2.1856 -0.1565 0.1 -0.1 -0.1 2.347
C -0.8360 -3.1570 -0.3487 0.0 0.0 0.0 1.285
C -0.7341 -4.3867 0.2779 0.0 0.0 0.0 -1.435
C -1.9215 -2.8094 -1.3584 -0.2 0.0 0.1 -0.426
O -2.5476 -3.7154 -1.8872 0.0 0.0 0.0 -0.785
O -2.0545 -1.5523 -1.5753 -0.1 0.0 0.1 -0.558
H 2.3106 -3.9516 1.6172 0.0 0.0 0.0 0.640
H 1.9302 -1.6894 0.5046 0.0 0.0 0.0 0.697
H -1.5137 -5.1271 0.1626 0.0 0.0 0.0 0.607
C 0.6735 1.5587 3.7891 0.0 0.0 0.0 -1.148
As 0.6729 -0.0071 2.6634 -0.1 -0.1 0.0 0.208
C -0.5053 -1.2952 3.4543 0.0 0.0 0.0 0.495
C 2.4313 -0.7622 2.9249 0.0 0.0 0.0 -1.263
O 0.2792 0.4677 1.1220 0.1 0.1 -0.1 -0.185
H 1.3615 1.4190 4.6213 0.0 0.0 0.0 0.504
H -0.3251 1.7508 4.1768 0.1 0.0 0.0 0.302
H 0.9945 2.4026 3.1802 0.0 0.0 0.0 0.238
H -0.1635 -1.4996 4.4692 0.0 0.0 0.0 0.621
H -0.4714 -2.2117 2.8643 0.0 0.0 0.0 0.019
H -1.5202 -0.9068 3.4730 0.2 0.0 0.1 -0.798
H 2.7049 -0.5989 3.9674 0.0 0.0 0.0 0.636
H 3.1603 -0.2833 2.2757 0.0 0.0 0.0 0.278
H 2.4042 -1.8298 2.7284 0.0 0.0 0.0 0.232
```
Positions in Å, forces in eV/Å.

---

Q: Number 2 is which compound?
A: C31H60AsCoN11O5

---

Q: Which formula does entry 2 have?
A: C31H60AsCoN11O5

---

Q: maximum force of number 2 (C31H60AsCoN11O5)?
A: 0.388 eV/Å

---

Q: Which of these has the highest molecular weight?
A: C31H58BrFO16V